ORCA calculation (ωB97M-V/def2-TZVPD) on a cluster of 2 separate species, C3H10N4O in total in a non-equilibrium geometry.

The geometry in XYZ format:
```
18
Properties=species:S:1:pos:R:3:nbo_charge:R:1
H -0.2699 0.9755 -2.2711 0.2117
H 1.7487 -1.3664 1.6624 0.3282
H 1.7114 -0.6485 -1.8166 0.2158
H -1.0163 -0.2736 -1.3342 0.2290
N 1.1829 1.4182 0.2177 -0.3970
H -1.0578 1.2056 0.4815 0.1693
N 0.8053 -1.2310 2.0778 -0.2629
H 1.2825 1.9585 1.0603 0.3859
C -0.2356 0.4609 -1.3620 -0.4511
C -0.2826 1.4870 -0.2423 -0.2535
C 0.9675 -0.4117 -1.0613 -0.2927
N -1.3493 -1.5051 1.0612 -0.5226
H -2.0398 -2.0284 1.6106 0.3427
N 1.6798 0.1819 -0.0317 -0.2182
H -0.6435 2.4649 -0.4580 0.2022
H 0.4953 -1.3839 -0.7094 0.2298
H -1.4837 -0.6654 1.5476 0.3414
O 0.0255 -2.0723 1.2599 -0.2580
```

Summary:
E_HOMO (alpha / beta) = -0.265 / -0.326 hartree
LUMO energy (alpha / beta) = 0.3 / 0.9 eV
Kohn-Sham gap (alpha / beta) = 7.48 / 9.80 eV
charge = 0
electronic energy = -414.2966 hartree